The following is a DFT calculation (ωB97M-V with the def2-TZVPD basis set) of a 2-piece molecular cluster, C3H7NO2S overall at a distorted geometry.

Last columns: bonded neighbours and bond lengths (Å).
Positions of all 14 atoms, in Å:
1 H 0.063 -0.183 -2.030  C5 1.053
2 S 1.687 1.986 0.763  H13 1.217
3 H -2.075 0.038 0.890  C10 1.088
4 H -1.362 -1.477 1.361  C10 1.188
5 C -0.630 0.213 -1.343  H1 1.053, H6 1.177, H7 1.079, C8 1.491
6 H -1.727 -0.165 -1.540  C5 1.177
7 H -0.643 1.289 -1.427  C5 1.079
8 C -0.187 -0.211 0.015  C5 1.491, C10 1.434, N14 1.422
9 H -0.635 0.134 2.006  C10 1.099
10 C -1.085 -0.347 1.126  H3 1.088, H4 1.188, C8 1.434, H9 1.099
11 O 1.377 -1.359 1.171  N14 1.220
12 O 1.642 -1.051 -0.971  N14 1.219
13 H 2.543 2.076 -0.097  S2 1.217
14 N 1.031 -0.943 0.078  C8 1.422, O11 1.220, O12 1.219

Its energy above the lowest of the compared OMol25 structures with the same formula, charge and spin is 698.2 kJ/mol. The gap between HOMO and LUMO (alpha / beta) comes out at 6.0 / 6.0 eV. The value obtained for the molar mass is 121.2 g/mol. The value obtained for the total energy is -19638.3682 eV.

Mulliken atomic charge list, values in e, 4 entries: number 1, H, carries 0.408; number 2, S, carries -0.237; number 3, H, carries 0.417; number 4, H, carries 0.305